{
  "formula": "C7H14O",
  "method": "ωB97M-V/def2-TZVPD",
  "species": ["H", "C", "H", "H", "C", "H", "C", "H", "H", "H", "H", "C", "O", "H", "H", "H", "C", "H", "C", "H", "H", "C"],
  "coordinates": [[0.0672, 1.7881, 2.2002], [0.3083, 0.7260, 2.1366], [0.2160, -2.6635, 0.5234], [1.2918, -1.1576, -1.9701], [-2.0450, 1.1929, -0.7417], [2.2702, -1.9726, -0.7625], [-0.2625, -1.7164, 0.2705], [-0.6071, 0.1587, 2.2842], [-2.4402, 2.1876, -0.9423], [-2.7544, 0.4320, -1.0611], [0.0418, 1.7624, -1.0569], [-0.7335, 1.0337, -1.4540], [-0.5859, 0.4503, -2.5017], [-0.8218, -1.8641, -0.6542], [1.8510, 1.0334, 0.6355], [2.5383, -0.2497, -1.1307], [0.7736, -0.6527, 0.0389], [-0.9614, -1.4657, 1.0635], [0.9793, 0.4192, 0.8341], [0.9789, 0.4857, 2.9644], [-1.8916, 1.0985, 0.3319], [1.7870, -1.0264, -1.0079]],
  "fmax_ev_per_a": 2.2,
  "homo_energy_ev": -8.83,
  "smiles": "CC=C(C)C.CC=O",
  "gap_ev": 9.8024
}

{
  "formula": "C7H14O",
  "method": "ωB97M-V/def2-TZVPD",
  "species": ["H", "H", "C", "C", "O", "H", "H", "H", "H", "H", "H", "C", "H", "H", "C", "C", "H", "C", "H", "H", "C", "H"],
  "coordinates": [[1.8633, -1.6792, 2.1299], [2.1229, 2.3684, 0.1867], [-0.0091, 1.5652, 0.5361], [1.9140, -0.9336, 1.2947], [-0.3725, -2.0574, -2.0760], [-0.6628, 2.4378, 0.1447], [2.7044, -1.0382, 0.5933], [-1.9198, 1.6275, -1.6934], [0.9369, -1.3884, -0.4760], [-0.3097, -1.6766, 1.2402], [1.2139, 3.1905, 1.3069], [1.3426, 2.1034, 1.0083], [-0.1044, -2.8122, -2.2553], [1.6988, 1.6100, 1.9285], [0.5418, -1.0101, 0.5734], [-2.1714, 0.6269, -1.2010], [-0.4512, -1.4173, -1.5657], [-1.5540, -0.0191, -0.1631], [-1.8240, -1.0452, -0.0959], [2.1614, 0.1403, 1.6230], [-0.2976, 0.3095, 0.4845], [-3.0462, 0.2887, -1.6566]],
  "fmax_ev_per_a": 11.0,
  "homo_energy_ev": -8.70,
  "smiles": "C=C/C(=C/C)CC.O",
  "gap_ev": 9.4903
}

{
  "formula": "C7H14O",
  "method": "ωB97M-V/def2-TZVPD",
  "species": ["C", "H", "H", "C", "H", "H", "H", "H", "H", "C", "H", "H", "H", "C", "C", "H", "O", "H", "H", "C", "C", "H"],
  "coordinates": [[-1.9165, 0.9433, -0.6658], [-1.0230, -0.8666, -2.2892], [-0.5836, 1.7305, -2.1548], [0.5216, -1.2838, -0.8434], [0.5634, -0.2595, -2.7286], [0.5219, 0.9076, 2.8690], [-1.6079, -0.5987, 0.5707], [1.9978, 0.1927, -0.0418], [-2.6065, 0.3505, -1.2173], [1.3913, 0.3230, 2.5393], [1.8728, -0.0782, 3.4365], [-0.1773, -1.9643, -0.3481], [-2.3285, 1.9056, -0.4466], [1.1908, -0.4959, 0.2044], [-0.1369, -0.3733, -1.9023], [2.1070, 1.0104, 2.0995], [-1.8241, 0.3418, 0.6500], [0.1380, 1.3492, -0.6166], [0.3476, -1.4754, 1.9661], [0.9029, -0.6340, 1.5696], [-0.5718, 0.9842, -1.3589], [1.2212, -2.0090, -1.2916]],
  "fmax_ev_per_a": 1.5,
  "homo_energy_ev": [-14.45, -14.32],
  "spin_multiplicity": 2,
  "charge": 1,
  "gap_ev": [9.9753, 6.2286]
}

{
  "formula": "C7H14O",
  "method": "ωB97M-V/def2-TZVPD",
  "species": ["H", "H", "H", "H", "C", "H", "H", "H", "H", "O", "H", "C", "H", "C", "C", "H", "C", "H", "C", "H", "C", "H"],
  "coordinates": [[0.4623, 3.3761, -1.3445], [0.7098, -2.0405, 0.7491], [-1.0016, 3.2108, -1.5693], [2.8735, -1.0007, 0.2339], [2.5583, -0.8899, -1.7805], [3.4964, -0.3103, -2.1107], [2.8787, 0.6308, -0.3335], [-1.8908, 0.4141, 0.1706], [0.5954, 0.8706, 0.1586], [-0.2153, 3.5452, -1.9469], [2.6205, -1.9745, -1.6795], [0.9433, -0.1119, 0.0617], [1.7670, -0.8422, -2.3658], [-2.0675, -0.3396, 0.9768], [-3.3682, -0.0671, 1.5723], [-0.9236, -1.6671, 2.3537], [2.3482, -0.3217, -0.4292], [-3.2308, -0.4067, 2.6875], [-1.0061, -1.0408, 1.4171], [-3.8126, 0.8597, 1.3748], [0.3473, -1.0862, 0.7840], [-4.0840, -0.8080, 1.0197]],
  "fmax_ev_per_a": 5.1,
  "homo_energy_ev": [-14.54, -14.54],
  "spin_multiplicity": 2,
  "charge": 1,
  "gap_ev": [9.9009, 6.4490]
}

{
  "formula": "C7H14O2",
  "method": "ωB97M-V/def2-TZVPD",
  "species": ["C", "H", "C", "H", "C", "O", "C", "O", "H", "H", "H", "H", "C", "H", "H", "H", "C", "H", "H", "H", "H", "C", "H"],
  "coordinates": [[1.8616, -0.6998, -0.2011], [2.4224, -1.7041, -1.9562], [-0.1118, 2.2509, 0.3500], [0.7610, 1.9279, 0.9110], [0.6453, -0.9615, 1.1696], [2.4550, 0.3349, -0.1082], [1.6888, -1.7007, -1.1580], [-0.9067, -1.0343, -1.2641], [-2.3938, -1.1858, 0.7644], [1.5236, -1.4514, 1.6055], [-1.8747, 0.3371, 1.5224], [1.3796, -2.6742, -0.8030], [-2.0992, -0.1552, 0.5797], [-0.0870, -1.7629, 1.1563], [0.4555, 1.1347, -1.4073], [-2.9385, 0.3752, 0.1213], [-0.9404, -0.1001, -0.3723], [0.4448, -0.1214, 1.8278], [0.1259, 3.2222, -0.0828], [0.1829, -1.3463, -1.5008], [-1.2176, 1.6634, -1.4068], [-0.4176, 1.2617, -0.7693], [-0.9592, 2.3895, 1.0219]],
  "fmax_ev_per_a": 2.8,
  "homo_energy_ev": -8.56,
  "gap_ev": 8.3707
}

{
  "formula": "C7H14O2",
  "method": "ωB97M-V/def2-TZVPD",
  "species": ["C", "H", "C", "H", "H", "H", "O", "H", "H", "H", "H", "H", "C", "H", "C", "H", "H", "C", "C", "H", "C", "H", "O"],
  "coordinates": [[2.2468, 0.6491, 0.7334], [-1.0222, -0.4818, -1.5044], [-1.0513, 0.6983, 0.3451], [3.2797, 0.5976, 0.3978], [1.4617, -0.6716, -1.9863], [1.8831, 1.6617, 0.6015], [1.4239, 0.1220, -1.4402], [-2.0176, -2.5623, -0.4333], [-1.6944, 2.4067, -0.7694], [-3.2340, -1.2922, -0.5868], [-2.4666, -1.5943, 0.9741], [2.1147, -1.9118, 0.7732], [-0.7719, 2.0054, -0.3517], [-0.0564, 1.8628, -1.1556], [-0.0250, -0.4007, 0.4527], [-0.0383, -0.9650, 1.3806], [-0.3730, 2.7365, 0.3500], [-2.2986, -1.5641, -0.1004], [1.3959, -0.3075, -0.1101], [-1.6939, 0.8057, 1.2136], [-1.2208, -0.5677, -0.4427], [2.1896, 0.3793, 1.7852], [1.9687, -1.6061, -0.1264]],
  "fmax_ev_per_a": 0.8,
  "homo_energy_ev": -9.69,
  "smiles": "C[C@@H]1C(C(C)(O)O)[C@H]1C",
  "gap_ev": 10.5343
}

{
  "formula": "C7H14O2",
  "method": "ωB97M-V/def2-TZVPD",
  "species": ["H", "H", "H", "H", "H", "H", "H", "C", "H", "H", "O", "H", "C", "C", "C", "H", "O", "H", "C", "H", "C", "C", "H"],
  "coordinates": [[-2.2492, 0.7920, 1.4931], [0.8555, 1.2319, 0.4840], [3.8620, -0.3948, -0.9533], [-0.7880, -1.2459, -0.1277], [-2.9950, -0.2590, 0.2654], [-0.9214, 1.9429, -0.3219], [-0.5768, -0.8185, -2.5537], [0.2608, -0.5849, -1.8956], [0.1654, -1.3480, 2.0146], [1.2980, -0.1557, 2.5566], [2.8279, -1.4058, 0.8167], [0.9194, -1.4508, -1.9378], [-0.2350, -0.3771, -0.4853], [0.6316, 0.1687, 0.5571], [-1.3883, 0.9742, -0.4976], [-1.7359, 1.0056, -1.5295], [2.9738, 0.0029, -0.8913], [0.7133, 0.3203, -2.2972], [0.3831, -0.2824, 1.9757], [-3.3368, 1.4479, 0.2930], [-2.5419, 0.7153, 0.4472], [2.2870, -0.5699, 0.1351], [-0.4095, 0.2911, 2.4525]],
  "fmax_ev_per_a": 5.7,
  "homo_energy_ev": -9.04,
  "smiles": "CC[C@@H](C)[C@@H](C)C(=O)O",
  "gap_ev": 9.8952
}

{
  "formula": "C7H14OPPdS",
  "method": "ωB97M-V/def2-TZVPD",
  "species": ["C", "H", "C", "H", "H", "S", "H", "C", "C", "O", "H", "C", "C", "C", "Pd", "H", "P", "H", "H", "H", "H", "H", "H", "H", "H"],
  "coordinates": [[-0.6044, 0.9783, 3.1817], [-1.6240, 0.5861, 3.0740], [0.2527, -1.2099, -1.1820], [1.2018, -2.2709, 3.0965], [-1.1043, 2.5072, 0.3804], [0.4628, -0.1711, 2.3221], [0.0645, 0.5026, -4.7477], [-0.2068, -1.0981, -3.4671], [-0.1926, -1.8216, -2.3208], [-0.4113, -0.6412, 1.2010], [1.1503, 1.9642, 0.2874], [0.2465, 0.1694, -3.7234], [0.8373, 0.9381, -2.7561], [0.4846, -1.5347, 3.4773], [-0.9619, 0.3325, -1.8151], [-0.5426, -2.8586, -2.3975], [-0.0722, 2.0940, -0.5148], [0.1434, 3.2812, -1.2688], [0.8028, -1.1366, 4.4429], [0.6640, -1.8479, -0.3692], [-0.2796, 1.0148, 4.2219], [-0.5295, -1.9505, 3.5046], [-0.4977, 1.9565, 2.7006], [-0.7828, -1.5571, -4.2939], [1.4990, 1.7733, -3.0341]],
  "fmax_ev_per_a": 5.2,
  "homo_energy_ev": [-0.50, -1.08],
  "spin_multiplicity": 3,
  "charge": -1,
  "gap_ev": [3.1602, 3.7192]
}

{
  "formula": "C7H14OPSTi",
  "method": "ωB97M-V/def2-TZVPD",
  "species": ["H", "C", "H", "H", "H", "H", "H", "H", "P", "H", "Ti", "H", "H", "H", "C", "H", "C", "H", "C", "C", "O", "S", "H", "C", "C"],
  "coordinates": [[0.1978, -4.2731, 0.6450], [-0.3960, 2.4784, -3.0686], [-0.3954, -0.6867, 3.9618], [-1.5672, -0.6783, -2.9560], [-0.7157, 1.3666, 2.8571], [0.7564, -1.9900, 3.5207], [0.6911, -0.3182, -1.4566], [1.1964, -3.3073, -1.0278], [0.0915, -3.0789, -0.1341], [1.4404, 2.2795, -1.7647], [-0.1279, -0.9010, 0.8886], [-0.6624, -1.6174, 2.4024], [-0.4001, 3.5301, -3.3154], [-0.9578, -3.5097, -1.0211], [0.1496, -1.1641, 3.1358], [-2.1982, 1.6684, -4.1481], [0.5760, 1.8422, -2.2434], [0.6853, 2.0696, 3.7510], [0.3515, 1.6356, 2.7960], [-1.0394, 0.2657, -2.8410], [1.5629, -0.1055, 0.9631], [1.4313, 0.1594, 2.5767], [0.5412, 2.3503, 1.9816], [-1.3718, 1.5004, -3.4713], [0.1605, 0.4840, -2.0315]],
  "fmax_ev_per_a": 4.2,
  "homo_energy_ev": [-5.65, -5.65],
  "spin_multiplicity": 2,
  "gap_ev": [4.9704, 4.9560]
}

{
  "formula": "C7H14OS3",
  "method": "ωB97M-V/def2-TZVPD",
  "species": ["H", "C", "H", "H", "S", "C", "H", "S", "H", "C", "H", "H", "H", "H", "O", "S", "C", "H", "H", "C", "H", "H", "C", "H", "C"],
  "coordinates": [[2.3432, 2.1387, -0.2047], [-2.6969, 1.0624, -0.7106], [-3.5580, 1.7956, -1.0202], [-2.1638, 0.5114, -1.4854], [-3.5614, -0.3468, 0.1186], [-0.1210, -2.2230, -0.4720], [0.3503, -2.4377, -1.7367], [-1.9920, -1.1172, 1.2385], [-2.0775, -2.0854, -1.2483], [1.3249, 1.6542, -0.0678], [0.6914, 2.5600, -0.4039], [1.4244, 0.4974, 1.6847], [-2.1818, 1.5205, 0.0544], [-0.0836, 1.3642, 1.5292], [3.3283, -0.6875, 0.7858], [2.3457, -0.9014, -0.3270], [0.9178, 1.4191, 1.4503], [1.5847, -3.0768, 0.6546], [0.1105, 0.0898, -0.7622], [1.0591, 0.4358, -0.8028], [0.9815, 0.8470, -1.8770], [0.9878, -1.4618, 1.4701], [1.0619, -2.0747, 0.4667], [1.2603, 2.3273, 2.0594], [-1.3358, -1.8111, -0.3938]],
  "fmax_ev_per_a": 6.4,
  "homo_energy_ev": -8.79,
  "gap_ev": 9.1647
}

Energy / eV: -9532.4845; -9527.5093; -9523.8580; -9522.1836; -11577.3979; -11580.5481; -11579.8742; -33128.2132; -52764.0231; -42034.2986